Record 1
# C4H15N2O2

2 unconnected molecules or ions with the total composition C4H15N2O2 in a non-equilibrium geometry (ωB97M-V/def2-TZVPD, OMol25).

```
23
C4H15N2O2 ωB97M-V/def2-TZVPD
N -0.18 0.89 0.54
C -0.95 0.29 -0.61
C -0.19 0.44 -1.91
O 0.53 1.65 -1.82
C -1.43 -1.12 -0.24
N -0.63 -1.65 0.89
C 0.45 -2.54 0.44
H -0.68 1.67 0.96
H 0.72 1.27 0.25
H 0.04 0.08 1.14
H -1.85 0.89 -0.65
H -0.92 0.46 -2.74
H 0.51 -0.35 -2.22
H 0.74 2.08 -2.65
H -2.47 -1.08 0.08
H -1.29 -1.78 -1.10
H -1.23 -2.32 1.34
H 1.28 -2.00 -0.03
H 0.17 -3.37 -0.22
H 0.95 -2.92 1.33
H 1.99 2.57 2.14
H 2.25 1.17 2.82
O 1.72 1.65 2.18
```

Computed properties:
ΔE to the lowest compared entry with this formula, charge and spin, kJ/mol: 126.4
Net charge: +1
E_HOMO, eV: -13.97
HOMO-LUMO gap, eV: 11.18
Total energy, hartree: -421.14530


Record 2
# C3H3O4P

C3H3O4P in the gas phase in a non-equilibrium geometry (ωB97M-V/def2-TZVPD, OMol25).

```
11
C3H3O4P ωB97M-V/def2-TZVPD
C 1.25 -0.12 0.20
C -0.06 -0.08 1.00
C 0.73 0.59 -0.92
O 2.37 -0.39 0.48
O -2.05 1.04 -0.35
O -0.98 -1.09 0.88
O 0.33 0.02 -1.94
P -0.78 1.58 0.09
H 0.21 0.04 2.08
H -1.83 -0.69 0.62
H 0.80 -0.90 -2.14
```

Computed properties:
ΔE to the lowest compared entry with this formula, charge and spin, kJ/mol: 291.4
Net charge: 0
E_HOMO, eV: -9.03
HOMO-LUMO gap, eV: 7.63
Total energy, hartree: -758.29766


Record 3
# C34H35N12O2S4Tl

A molecular structure, C34H35N12O2S4Tl in a non-equilibrium geometry (ωB97M-V/def2-TZVPD, OMol25).

```
88
C34H35N12O2S4Tl ωB97M-V/def2-TZVPD
Tl 0.33 0.68 1.32
N -1.67 2.33 -3.14
C -0.84 2.12 -2.06
S -1.26 2.84 -0.58
N 0.21 1.37 -2.39
N 1.09 1.18 -1.39
C 2.19 0.56 -1.66
C 2.52 0.03 -3.01
C 3.70 0.39 -3.67
C 3.96 -0.06 -4.96
C 3.04 -0.87 -5.62
C 1.87 -1.23 -4.98
C 1.61 -0.78 -3.69
C 3.16 0.40 -0.55
C 4.29 -0.41 -0.68
C 5.18 -0.51 0.38
C 4.92 0.18 1.55
C 3.75 0.91 1.62
N 2.89 1.03 0.61
H -2.60 2.64 -2.91
H -1.58 1.67 -3.90
H 4.40 1.04 -3.17
H 4.87 0.24 -5.46
H 3.24 -1.20 -6.63
H 1.14 -1.86 -5.48
H 0.69 -1.05 -3.20
H 4.46 -0.95 -1.59
H 6.06 -1.14 0.29
H 5.59 0.12 2.40
H 3.46 1.43 2.53
S -2.29 1.23 3.86
C -1.70 2.84 3.51
C -2.66 3.80 3.18
C -2.35 5.14 2.98
C -3.40 6.07 2.69
N -4.27 6.80 2.47
C -1.01 5.55 3.10
C -0.04 4.60 3.38
C -0.33 3.24 3.58
S 0.97 2.15 3.90
C -0.65 6.93 2.96
N -0.37 8.04 2.86
H -3.70 3.49 3.11
H 0.99 4.91 3.45
N 1.07 -2.20 0.04
C 1.66 -3.14 0.99
C 0.78 -4.37 1.28
C -0.69 -4.05 1.64
C -1.08 -3.86 3.11
N -0.50 -2.71 3.79
C -0.95 -1.45 3.64
N -2.14 -1.22 3.07
N -0.29 -0.44 4.19
C 2.08 -2.50 2.34
O 2.50 -3.33 3.20
O 1.90 -1.29 2.53
H 0.10 -1.99 0.24
H 1.12 -2.55 -0.91
H 2.60 -3.47 0.55
H 1.26 -4.92 2.08
H 0.77 -5.01 0.39
H -1.30 -4.88 1.28
H -1.04 -3.16 1.10
H -0.79 -4.74 3.68
H -2.17 -3.77 3.19
H 0.50 -2.81 4.03
H -2.47 -1.84 2.36
H -2.32 -0.23 2.86
H 0.72 -0.54 4.24
H -0.58 0.51 3.91
N -3.11 1.03 0.81
C -2.95 0.04 -0.07
S -2.69 -1.56 0.39
N -3.11 0.44 -1.37
C -2.91 -0.25 -2.58
C -1.98 -1.27 -2.73
C -1.81 -1.86 -3.98
C -2.54 -1.43 -5.08
C -3.45 -0.41 -4.93
C -3.64 0.18 -3.69
H -2.80 0.91 1.79
H -2.98 1.98 0.47
H -3.42 1.39 -1.48
H -1.39 -1.59 -1.89
H -1.06 -2.63 -4.09
H -2.39 -1.89 -6.05
H -4.03 -0.05 -5.78
H -4.35 1.00 -3.57
```

Computed properties:
ΔE to the lowest compared entry with this formula, charge and spin, kJ/mol: 241.9
Net charge: -2
E_HOMO, eV: -1.84
HOMO-LUMO gap, eV: 5.71
Total energy, hartree: -3889.56308


Record 4
# C27H26ClN4PS3W

A molecular structure, C27H26ClN4PS3W in a non-equilibrium geometry (ωB97M-V/def2-TZVPD, OMol25).

```
63
C27H26ClN4PS3W ωB97M-V/def2-TZVPD
W 0.62 -0.08 0.32
Cl -1.62 1.02 0.41
C -2.21 1.58 -1.13
C -3.45 2.18 -1.23
C -3.91 2.53 -2.50
C -3.13 2.31 -3.62
C -1.87 1.74 -3.51
C -1.40 1.34 -2.25
P 0.22 0.58 -2.04
C 1.35 1.21 -3.31
C 1.53 2.61 -3.29
C 2.37 3.19 -4.22
C 3.04 2.39 -5.14
C 2.82 1.02 -5.18
C 1.99 0.40 -4.25
C -0.01 -1.24 -2.02
C 1.04 -1.89 -1.28
C 0.89 -3.26 -0.98
C -0.26 -3.94 -1.36
C -1.25 -3.29 -2.10
C -1.14 -1.94 -2.40
H -4.06 2.37 -0.36
H -4.89 2.98 -2.59
H -3.50 2.60 -4.60
H -1.25 1.58 -4.38
H 1.02 3.22 -2.56
H 2.52 4.26 -4.21
H 3.75 2.84 -5.82
H 3.29 0.41 -5.94
H 1.82 -0.66 -4.29
H 2.08 -1.53 -1.41
H 1.69 -3.81 -0.50
H -0.36 -4.99 -1.14
H -2.11 -3.85 -2.45
H -1.91 -1.44 -2.98
S 2.90 -0.41 0.95
C 3.65 1.13 1.21
C 5.02 1.13 1.59
N 6.11 1.09 1.91
C 2.92 2.28 1.07
S 1.23 2.22 0.69
C 3.50 3.57 1.19
N 3.95 4.62 1.20
C 0.85 0.10 3.90
N -0.45 -0.46 4.17
C -1.31 0.33 5.04
C -0.92 -1.50 3.48
S -0.42 -1.67 1.75
N -1.72 -2.42 3.97
C -2.49 -3.34 3.17
C -1.83 -2.63 5.40
H 1.25 0.49 4.84
H 0.78 0.94 3.18
H 1.54 -0.67 3.54
H -1.19 1.38 4.78
H -1.02 0.22 6.09
H -2.35 0.05 4.92
H -2.65 -2.97 2.16
H -3.45 -3.49 3.65
H -2.00 -4.32 3.12
H -0.97 -2.24 5.94
H -1.90 -3.70 5.59
H -2.74 -2.18 5.81
```

Computed properties:
ΔE to the lowest compared entry with this formula, charge and spin, kJ/mol: 30.3
Net charge: +4
E_HOMO (alpha / beta), eV: -19.94 / -19.94
HOMO-LUMO gap (alpha / beta), eV: 4.51 / 4.47
Total energy, hartree: -3325.02058


Record 5
# C3H13N2O2S

3 unconnected molecules or ions with the total composition C3H13N2O2S in a non-equilibrium geometry (ωB97M-V/def2-TZVPD, OMol25).

```
21
C3H13N2O2S ωB97M-V/def2-TZVPD
N 0.79 2.09 -0.46
C 0.64 0.81 0.27
C -0.78 0.26 0.02
S -1.02 -0.40 -1.66
C 1.12 0.96 1.69
N 2.57 1.02 1.94
H 0.59 2.14 -1.44
H 0.35 2.84 0.06
H 1.46 0.23 -0.16
H -0.78 -0.60 0.69
H -1.49 1.05 0.29
H 0.54 1.69 2.29
H 0.78 0.03 2.20
H 2.86 1.97 1.69
H 3.01 0.44 1.24
H 1.20 -1.39 -1.45
H 2.18 -1.90 -2.34
O 2.14 -1.69 -1.40
H -4.91 -3.36 -0.53
H -5.60 -2.75 -1.79
O -5.65 -3.45 -1.13
```

Computed properties:
ΔE to the lowest compared entry with this formula, charge and spin, kJ/mol: 110.9
Net charge: -1
E_HOMO, eV: -3.00
HOMO-LUMO gap, eV: 6.52
Total energy, hartree: -780.30639


Record 6
# Br4Mg

A molecular structure, Br4Mg in a non-equilibrium geometry (ωB97M-V/def2-TZVPD, OMol25).

```
5
Br4Mg ωB97M-V/def2-TZVPD
Mg -14.33 23.77 2.54
Br -15.29 26.05 2.07
Br -12.19 23.75 3.43
Br -15.95 22.46 4.27
Br -14.55 22.56 0.47
```

Computed properties:
ΔE to the lowest compared entry with this formula, charge and spin, kJ/mol: 8.9
Net charge: -2
E_HOMO, eV: -1.91
HOMO-LUMO gap, eV: 7.63
Total energy, hartree: -10496.47729


Record 7
# C29H37O3Si2

2 unconnected molecules or ions with the total composition C29H37O3Si2 in a non-equilibrium geometry (ωB97M-V/def2-TZVPD, OMol25).

```
71
C29H37O3Si2 ωB97M-V/def2-TZVPD
C 1.05 4.41 0.64
Si 1.49 3.70 -1.04
C 2.41 4.96 -2.06
C 2.55 2.17 -0.81
O 0.08 3.29 -1.87
C -0.77 2.42 -1.21
C -0.69 1.08 -1.47
C -1.59 0.12 -0.81
O -1.71 2.87 -0.30
Si -2.85 3.98 -0.85
C -3.94 4.47 0.59
C -1.99 5.50 -1.55
C -3.90 3.19 -2.18
H 1.95 4.66 1.18
H 0.44 5.30 0.52
H 0.48 3.68 1.21
H 3.33 5.25 -1.55
H 2.65 4.55 -3.03
H 1.80 5.85 -2.20
H 3.47 2.45 -0.31
H 2.03 1.43 -0.21
H 2.79 1.73 -1.78
H 0.07 0.75 -2.16
H -1.49 -0.89 -1.23
H -1.39 0.07 0.26
H -2.63 0.42 -0.95
H -4.70 5.18 0.26
H -4.43 3.59 1.00
H -3.34 4.93 1.38
H -2.74 6.20 -1.91
H -1.39 5.98 -0.79
H -1.35 5.20 -2.37
H -4.65 3.90 -2.52
H -3.27 2.89 -3.02
H -4.40 2.31 -1.78
C 5.81 -2.05 -1.32
O 4.63 -2.13 -2.09
C 3.49 -2.25 -1.33
C 2.25 -2.42 -1.98
C 1.10 -2.61 -1.28
C 1.10 -2.63 0.13
C -0.03 -3.04 0.93
C -0.17 -2.77 2.34
C -1.08 -3.70 2.90
C -1.32 -3.69 4.27
C -0.69 -2.74 5.05
C 0.16 -1.78 4.49
C 0.43 -1.80 3.15
C -1.59 -4.52 1.82
C -0.99 -4.08 0.61
C -1.32 -4.71 -0.59
C -2.23 -5.75 -0.59
C -2.80 -6.19 0.61
C -2.49 -5.59 1.81
C 2.33 -2.38 0.78
C 3.48 -2.21 0.08
H 6.66 -1.99 -1.99
H 5.78 -1.15 -0.70
H 5.90 -2.95 -0.71
H 2.24 -2.42 -3.06
H 0.17 -2.74 -1.80
H -1.95 -4.43 4.72
H -0.87 -2.72 6.11
H 0.60 -1.02 5.12
H 1.06 -1.04 2.71
H -0.89 -4.40 -1.52
H -2.50 -6.23 -1.51
H -3.49 -7.01 0.59
H -2.91 -5.94 2.73
H 2.37 -2.43 1.85
H 4.40 -2.09 0.62
```

Computed properties:
Net charge: +1
E_HOMO, eV: -10.32
HOMO-LUMO gap, eV: 4.60
Total energy, hartree: -1931.83599


Record 8
# C35H42N10O4PmS

A molecular structure, C35H42N10O4PmS (ωB97M-V/def2-TZVPD, OMol25).

```
93
C35H42N10O4PmS ωB97M-V/def2-TZVPD
Pm -0.33 -0.57 0.94
O -4.06 -3.18 -0.39
C -3.02 -2.66 0.21
O -2.72 -1.48 0.18
C -2.21 -3.64 1.00
C -2.55 -4.98 1.17
C -1.74 -5.75 1.99
C -0.65 -5.15 2.63
C -0.41 -3.81 2.39
N -1.16 -3.08 1.58
C 0.65 -2.97 3.06
O 1.57 -3.49 3.82
O 0.61 -1.76 2.89
H -4.58 -2.49 -0.84
H -3.42 -5.39 0.68
H -1.96 -6.79 2.16
H -0.04 -5.74 3.30
H 1.53 -4.46 3.89
N 4.27 0.08 1.15
C 5.03 -0.80 0.32
C 6.36 -0.53 0.07
C 7.09 -1.39 -0.75
C 6.47 -2.48 -1.34
C 5.12 -2.73 -1.10
C 4.42 -1.90 -0.25
S 2.73 -2.26 0.15
N 2.13 -0.72 0.64
C 2.93 0.16 1.14
C 2.34 1.36 1.81
C 3.06 2.53 1.98
C 2.51 3.56 2.73
C 1.25 3.38 3.28
C 0.57 2.21 3.00
N 1.09 1.21 2.28
H 4.79 0.77 1.67
H 6.84 0.33 0.52
H 8.13 -1.19 -0.93
H 7.03 -3.14 -1.98
H 4.64 -3.58 -1.57
H 4.03 2.65 1.52
H 3.06 4.48 2.89
H 0.79 4.14 3.90
H -0.43 2.07 3.38
C -2.37 4.89 1.39
N -2.22 3.75 0.49
C -2.23 4.10 -0.92
C -2.07 2.48 0.94
N -1.26 1.56 0.43
C -0.22 1.89 -0.50
C 0.55 3.06 -0.42
C 1.53 3.32 -1.34
C 1.80 2.41 -2.36
C 1.11 1.22 -2.41
C 0.11 0.93 -1.48
N -0.49 -0.36 -1.42
C -1.03 -0.89 -2.52
N -0.98 -2.23 -2.69
C -2.02 -2.97 -3.40
C 0.04 -3.03 -2.04
N -1.63 -0.15 -3.47
C -1.51 -0.45 -4.90
C -2.28 1.11 -3.15
N -2.83 2.14 2.02
C -4.14 2.76 2.25
C -2.74 0.81 2.60
H -1.60 5.62 1.15
H -2.23 4.57 2.42
H -3.34 5.36 1.29
H -1.37 4.71 -1.20
H -3.14 4.67 -1.13
H -2.24 3.20 -1.54
H 0.34 3.77 0.37
H 2.10 4.25 -1.28
H 2.57 2.62 -3.09
H 1.36 0.47 -3.15
H -2.86 -2.32 -3.62
H -2.37 -3.79 -2.76
H -1.65 -3.40 -4.32
H 0.95 -2.45 -1.90
H 0.27 -3.89 -2.68
H -0.29 -3.43 -1.08
H -0.82 -1.27 -5.05
H -1.10 0.43 -5.40
H -2.48 -0.68 -5.34
H -2.54 1.12 -2.10
H -3.19 1.18 -3.74
H -1.64 1.96 -3.39
H -4.42 3.38 1.40
H -4.15 3.37 3.16
H -4.89 1.97 2.36
H -1.71 0.51 2.82
H -3.22 0.07 1.97
H -3.24 0.81 3.57
```

Computed properties:
2S+1: 5
ΔE to the lowest compared entry with this formula, charge and spin, kJ/mol: 0.0
Net charge: +3
E_HOMO (alpha / beta), eV: -14.71 / -14.72
HOMO-LUMO gap (alpha / beta), eV: 6.20 / 6.21
Total energy, hartree: -3213.37315


no.,molar mass (g mol⁻¹)
1,123.18
2,134.03
3,976.39
4,753.00
5,141.22
6,343.92
7,489.78
8,843.85